# C26H15Cl3N7O3S2Ti

A structure of composition C26H15Cl3N7O3S2Ti at a distorted geometry (wB97M-V/def2-TZVPD, the Open Molecules 2025 dataset).

Results
Energy above the lowest of the compared OMol25 structures with the same formula, charge and spin: 445.80 kJ/mol
Net charge: -1
Kohn-Sham gap (alpha / beta): 3.9 / 3.9 eV
LUMO level (alpha / beta): 0.85 / 0.86 eV

Last column: natural (NBO) charge in e.
Cartesian coordinates (Å):
Ti  -0.11167  -0.76854  -0.42967  1.31
O  0.01093  -2.50814  -0.92497  -0.53
N  1.03033  -3.35074  -1.02917  -0.01
C  0.80593  -4.51614  -1.65357  0.10
C  1.79743  -5.44864  -1.78787  -0.28
C  3.07633  -5.13884  -1.31007  -0.14
C  3.29533  -3.93394  -0.69787  -0.25
C  2.25213  -3.00224  -0.53277  0.06
S  2.42663  -1.53154  0.27383  -0.12
H  -0.19827  -4.63804  -2.03667  0.24
H  1.59353  -6.37474  -2.29777  0.23
H  3.88523  -5.84074  -1.44657  0.21
H  4.27043  -3.64704  -0.34047  0.23
O  -2.24387  2.18466  0.25233  -0.94
S  -0.97097  1.98516  -0.38767  2.33
O  -0.97607  1.46956  -1.73747  -0.91
N  -0.03957  0.97246  0.44083  -0.98
C  -0.12107  0.96196  1.81483  0.26
C  -0.14147  2.06676  2.65473  -0.25
C  -0.15077  1.88226  4.03603  -0.18
C  -0.08477  0.62506  4.59773  -0.24
C  -0.07087  -0.51874  3.77773  0.00
C  0.04463  -1.84854  4.24203  -0.12
C  -0.04137  -2.87884  3.32463  -0.27
C  -0.23817  -2.61004  1.97943  0.11
N  -0.26727  -1.36384  1.48103  -0.44
C  -0.16107  -0.33654  2.37493  0.11
C  -0.13187  3.56756  -0.40087  -0.34
C  -0.85957  4.72996  -0.23597  -0.19
C  -0.19077  5.93906  -0.13577  -0.20
C  1.19373  5.96366  -0.19617  -0.20
C  1.91203  4.79396  -0.39307  -0.23
C  1.24583  3.58396  -0.49387  -0.13
H  -0.14117  3.05566  2.22393  0.23
H  -0.18627  2.75106  4.67823  0.21
H  -0.04297  0.50296  5.67203  0.21
H  0.20163  -2.04804  5.29133  0.21
H  0.04073  -3.90774  3.64243  0.22
H  -0.37147  -3.42114  1.27123  0.22
H  -1.93227  4.65426  -0.15597  0.25
H  -0.74867  6.85366  0.00403  0.21
H  1.71933  6.90096  -0.08757  0.21
H  2.98963  4.81996  -0.45157  0.22
H  1.77373  2.64856  -0.61287  0.24
Cl  -0.14627  -0.38954  -5.40737  0.08
C  -0.06327  -1.06244  -3.84627  -0.19
Cl  1.61783  -2.85784  -3.96397  -0.75
Cl  -1.46337  -1.93164  -3.32717  0.07
C  0.58563  -0.42934  -2.82917  0.28
N  1.21793  -0.08494  -1.89837  -0.50
N  -2.06917  -0.89664  -0.60087  -0.60
C  -2.88507  -0.23264  -1.12967  0.61
C  -3.83387  0.44826  -1.80997  -0.59
C  -3.52477  0.95686  -3.07937  0.32
N  -3.33767  1.38886  -4.12887  -0.36
C  -5.08947  0.77386  -1.29687  0.33
N  -6.15177  1.03706  -0.93927  -0.38

# C26H17ClIMgN3O4

A structure of composition C26H17ClIMgN3O4 at a distorted geometry (wB97M-V/def2-TZVPD, the Open Molecules 2025 dataset).

Results
Energy above the lowest of the compared OMol25 structures with the same formula, charge and spin: 10.41 kJ/mol
Net charge: -2
Kohn-Sham gap (alpha / beta): 4.4 / 3.5 eV
LUMO level (alpha / beta): 3.75 / 3.75 eV

Last column: natural (NBO) charge in e.
Cartesian coordinates (Å):
Mg  0.03611  0.38024  -0.93809  1.79
C  -2.43568  0.86836  -3.07261  -0.25
O  -1.31816  0.05691  -2.69331  -0.59
C  -1.58890  -1.31322  -2.84693  0.30
C  -2.21955  -1.80157  -3.97833  -0.29
C  -2.47247  -3.16299  -4.10955  -0.29
C  -2.07887  -4.02529  -3.09157  -0.24
C  -1.44123  -3.53287  -1.96778  -0.23
C  -1.17488  -2.16020  -1.80405  0.11
N  -0.52871  -1.62418  -0.72629  -0.52
N  -1.12196  -2.03410  0.43740  -0.33
C  -0.61221  -1.45356  1.60590  0.01
C  -0.46803  -0.03876  1.80206  0.40
O  -0.75805  0.85101  0.91740  -0.88
C  -0.00299  0.37633  3.08914  -0.29
C  0.29843  -0.48682  4.10448  -0.21
C  0.14367  -1.87423  3.93423  -0.15
C  0.42854  -2.80354  4.96587  -0.17
C  0.26986  -4.14794  4.79162  -0.30
C  -0.19250  -4.62616  3.53322  -0.26
C  -0.47229  -3.76040  2.51865  -0.20
C  -0.32418  -2.34243  2.66562  0.03
H  -3.35691  0.41463  -2.70341  0.18
H  -2.47702  0.97834  -4.15883  0.16
H  -2.28022  1.84337  -2.62573  0.24
H  -2.51588  -1.12398  -4.76856  0.20
H  -2.96905  -3.53841  -4.99643  0.19
H  -2.26731  -5.09007  -3.18099  0.19
H  -1.12298  -4.19184  -1.17062  0.22
H  0.10487  1.44720  3.23460  0.19
H  0.65181  -0.10206  5.05855  0.18
H  0.78249  -2.41828  5.91935  0.18
H  0.49402  -4.84188  5.59473  0.18
H  -0.31962  -5.69342  3.37953  0.18
H  -0.81856  -4.12937  1.56296  0.22
Cl  3.16178  6.90270  -0.59835  -0.08
C  2.11729  5.53033  -0.96270  -0.11
C  1.06388  5.69794  -1.80637  -0.23
C  0.20927  4.62289  -2.11857  -0.30
I  -1.38831  4.95303  -3.41627  0.06
C  0.38111  3.33978  -1.59555  0.39
O  -0.34330  2.32886  -1.81947  -0.81
C  1.53404  3.20224  -0.69153  0.09
N  1.67438  1.95004  -0.21415  -0.42
C  2.66632  1.69939  0.60364  0.07
C  3.58130  2.70049  0.99788  -0.26
C  3.45145  3.97326  0.51606  -0.19
C  2.39075  4.26508  -0.37083  -0.05
H  0.88036  6.67111  -2.24189  0.22
H  2.72791  0.67226  0.95552  0.26
H  4.38172  2.44399  1.68037  0.20
H  4.14529  4.75285  0.80354  0.21
O  1.49316  -0.60511  -0.00353  -0.96

# C26H18BNO11

A cluster of 3 separate species, C26H18BNO11 in total (wB97M-V/def2-TZVPD, the Open Molecules 2025 dataset).

Results
Net charge: 0
Kohn-Sham gap: 7.9 eV
SMILES string: C#CC1=C(B(C)O)C(=O)C(c2ccccn2)=CC1=O.O=C1C=C(O)C(=O)C=C1O.O=C1C=C(O)C(=O)C=C1O
LUMO level: -1.75 eV

Last column: natural (NBO) charge in e.
Cartesian coordinates (Å):
C  0.38747  1.33117  -1.51270  -0.17
C  -0.52081  2.09927  -1.64856  -0.05
C  -1.78034  2.73231  -1.52157  -0.14
C  -1.98204  3.78043  -0.70372  -0.35
B  -0.85784  4.44865  0.20624  1.03
C  0.36833  5.17423  -0.43360  -1.01
O  -1.02704  4.33015  1.56635  -0.88
C  -3.39043  4.28830  -0.65467  0.53
O  -3.64448  5.46217  -0.61499  -0.47
C  -4.43838  3.21763  -0.71575  -0.07
C  -5.65357  3.32976  0.13462  0.17
C  -5.71365  2.56359  1.28882  -0.25
C  -6.85078  2.64973  2.06586  -0.16
C  -7.86902  3.48800  1.66340  -0.26
C  -7.69785  4.21326  0.50068  0.05
N  -6.61201  4.16580  -0.27239  -0.39
C  -4.21737  2.18384  -1.52350  -0.23
C  -2.94581  2.18785  -2.29614  0.52
O  -2.86245  1.83936  -3.44335  -0.48
H  1.23426  0.69480  -1.56796  0.25
H  0.07703  6.12986  -0.86475  0.26
H  0.76825  4.54177  -1.22379  0.25
H  1.15983  5.30539  0.29794  0.24
H  -1.25443  3.41634  1.77428  0.50
H  -4.87902  1.93242  1.54391  0.22
H  -6.92738  2.06598  2.96996  0.22
H  -8.77274  3.56515  2.24326  0.22
H  -8.49886  4.86670  0.18081  0.20
H  -4.89951  1.35494  -1.62442  0.24
C  0.79078  -4.73426  0.91854  -0.37
C  0.44871  -4.11072  2.05375  0.32
C  0.49111  -2.61345  2.17937  0.48
O  0.14720  -2.11904  3.23566  -0.53
C  0.94206  -1.83760  1.03437  -0.38
C  1.28527  -2.46340  -0.09719  0.32
C  1.21811  -3.95687  -0.22993  0.48
O  1.53202  -4.45832  -1.29504  -0.55
O  1.70693  -1.81702  -1.18216  -0.64
O  0.05034  -4.75766  3.14210  -0.62
H  0.76551  -5.80965  0.81679  0.25
H  0.98392  -0.76247  1.13951  0.24
H  1.88070  -2.50176  -1.85705  0.51
H  -0.13480  -4.07301  3.81274  0.51
C  4.87078  -4.07836  -0.92734  -0.40
C  5.65798  -3.77045  -1.96624  0.33
C  7.09431  -3.36683  -1.77797  0.47
O  7.74984  -3.11940  -2.77175  -0.53
C  7.61713  -3.28999  -0.42283  -0.39
C  6.82617  -3.59399  0.61464  0.32
C  5.39815  -4.02132  0.42329  0.48
O  4.74588  -4.29588  1.41461  -0.55
O  7.23703  -3.54307  1.87693  -0.62
O  5.23827  -3.79728  -3.22538  -0.62
H  3.83850  -4.37360  -1.04787  0.25
H  8.64584  -2.98355  -0.29738  0.25
H  6.47312  -3.81324  2.42123  0.51
H  6.00471  -3.53633  -3.77148  0.51

# C26H18Cl2F5N4O7S2Se3Te2Ti

A structure of composition C26H18Cl2F5N4O7S2Se3Te2Ti at a distorted geometry (wB97M-V/def2-TZVPD, the Open Molecules 2025 dataset).

Results
Energy above the lowest of the compared OMol25 structures with the same formula, charge and spin: 459.51 kJ/mol
Net charge: -2
2S+1: 2
⟨S²⟩: 0.7587
Kohn-Sham gap (alpha / beta): 4.7 / 3.8 eV
LUMO level (alpha / beta): 3.14 / 2.27 eV

Last column: Mulliken spin population.
Cartesian coordinates (Å):
Ti  0.37857  1.64693  -0.48238  -0.07
Se  -0.73330  3.39298  0.74923  0.08
Te  -2.22195  4.86041  2.10475  0.05
Te  1.60513  3.99447  3.86856  0.52
Se  1.29103  2.83348  1.76765  0.32
F  -4.18953  3.50812  -4.47765  0.00
C  -3.89966  2.36400  -3.82819  0.00
C  -3.14573  2.37374  -2.67845  0.00
F  -2.70428  3.54148  -2.19526  0.00
C  -2.88082  1.17762  -2.03538  0.00
F  -2.10174  1.25100  -0.91583  0.00
C  -3.33473  -0.07171  -2.44487  0.00
S  -3.00917  -1.57331  -1.62099  0.00
C  -4.09684  -0.01634  -3.62365  0.00
F  -4.60892  -1.14274  -4.15150  0.00
C  -4.36842  1.15170  -4.29896  0.00
F  -5.11677  1.13480  -5.42228  0.00
O  1.06158  -1.56016  -0.01642  -0.01
C  1.11737  -1.12642  -1.32933  0.00
N  0.35950  0.04417  -1.71908  0.00
S  0.68495  0.37172  -3.28238  0.00
O  1.69809  1.67986  -3.28812  0.00
O  -0.40563  0.75321  -4.13307  0.00
C  1.59558  -0.94910  -3.60179  0.00
C  2.20456  -1.35579  -4.81551  0.00
C  2.99739  -2.45660  -4.82507  0.00
C  3.22122  -3.19141  -3.58792  0.00
C  2.67384  -2.83887  -2.40778  0.00
C  1.80801  -1.66923  -2.32990  0.00
H  2.03570  -0.78632  -5.72254  0.00
H  3.46899  -2.78523  -5.74274  0.00
H  3.86120  -4.06846  -3.62335  0.00
H  2.86929  -3.40892  -1.50702  0.00
Se  -3.72012  -0.41436  1.40398  0.00
N  -3.24941  0.93171  2.43344  0.00
C  -2.88377  0.41042  3.59716  0.00
C  -2.36104  1.16935  4.69602  0.00
C  -2.02844  0.52277  5.84258  0.00
C  -2.18980  -0.90104  5.97419  0.00
C  -2.66485  -1.65703  4.95296  0.00
C  -3.01971  -1.01881  3.71739  0.00
N  -3.47707  -1.65598  2.64350  0.00
H  -2.24499  2.24116  4.58682  0.00
H  -1.62646  1.08752  6.67640  0.00
H  -1.91594  -1.37630  6.90966  0.00
H  -2.78088  -2.73039  5.04270  0.00
Cl  1.47402  4.39377  -4.40919  0.00
C  2.05039  3.95966  -2.78382  0.00
Cl  1.76725  5.29792  -1.65329  0.00
C  1.39205  2.67443  -2.27371  0.02
O  2.00893  2.27024  -1.07287  0.02
O  0.04422  2.72892  -2.05168  0.00
H  3.12024  3.79792  -2.82296  0.00
O  2.39756  0.17692  0.59677  -0.01
C  1.21839  -0.51329  0.91720  -0.01
O  0.12969  0.35632  0.81826  0.07
C  1.30481  -1.08821  2.35968  0.00
N  2.67387  -0.93061  2.89715  0.00
C  3.22760  -2.24957  3.25042  0.00
C  2.41291  -3.21369  2.39762  0.00
C  1.01877  -2.59205  2.45265  0.00
H  0.59199  -0.50046  2.93438  -0.01
H  2.70572  -0.26296  3.65310  0.00
H  2.99361  -0.04869  1.35080  0.00
H  3.08601  -2.47609  4.31387  0.00
H  4.29651  -2.28667  3.03374  0.00
H  2.44332  -4.23298  2.78492  0.00
H  2.77761  -3.21283  1.36865  0.00
H  0.55638  -2.80861  3.41779  0.00
H  0.35615  -2.92748  1.66096  0.00

Which formula does entry 1 have?
C26H15Cl3N7O3S2Ti